# C40H40GeN4O3S2SiZr

A molecular structure, C40H40GeN4O3S2SiZr in a non-equilibrium geometry (ωB97M-V with the def2-TZVPD basis set, OMol25).

Summary:
* net charge: -2
* HOMO level: -0.038 Eh
* E_tot: -5203.00907 hartree
* energy above the lowest of the compared OMol25 structures with the same formula, charge and spin: 28.14 kcal per mole

Each line ends with the Löwdin charge.
Cartesian coordinates (Å):
Zr 2.04 0.08 0.05  1.651
N 1.08 0.97 2.29  -0.019
C 2.13 1.86 2.84  -0.167
C 3.47 1.08 2.66  -0.546
O 4.21 0.94 3.65  -0.034
N 3.68 0.46 1.49  -0.136
C 4.57 -0.65 1.56  -0.176
C 3.78 -1.99 1.41  -0.617
O 4.27 -3.06 1.66  0.035
O 2.55 -1.80 1.00  -0.214
H 0.94 0.23 2.95  0.078
H 0.23 1.54 2.22  0.082
H 2.11 2.78 2.22  0.085
H 2.01 2.09 3.89  0.100
H 5.28 -0.67 0.73  0.089
H 5.15 -0.74 2.49  0.112
S 4.79 -0.11 -3.98  0.927
C 5.83 0.62 -2.81  -0.452
C 5.22 0.51 -1.55  -0.250
C 3.87 0.04 -1.52  -0.278
C 3.52 -0.32 -2.80  -0.543
C 2.21 -0.89 -3.02  -0.366
C 1.86 -1.79 -4.02  -0.094
C 0.62 -2.50 -3.81  -0.154
C -0.21 -2.30 -2.75  -0.094
C 0.09 -1.15 -1.80  -0.484
N 1.41 -0.57 -1.99  -0.107
H 6.75 1.04 -3.17  0.026
H 5.73 0.96 -0.66  0.091
H 2.57 -2.01 -4.81  0.064
H 0.28 -3.32 -4.51  0.091
H -1.08 -2.96 -2.57  0.091
H -0.65 -0.35 -2.01  0.093
C 1.55 6.36 -0.72  -0.209
Si 0.53 5.39 -1.90  0.465
C -0.83 6.61 -2.34  -0.212
C 1.47 5.10 -3.50  -0.170
C -0.22 3.88 -1.13  -0.243
C -1.60 3.59 -1.14  -0.098
C -2.11 2.41 -0.62  -0.064
C -1.16 1.41 -0.34  -0.164
N 0.14 1.58 -0.39  -0.092
C 0.64 2.80 -0.72  -0.748
S 2.36 2.86 -0.70  0.633
H 1.57 7.44 -0.90  0.022
H 2.57 5.99 -0.75  0.011
H 1.21 6.19 0.32  0.037
H -0.52 7.62 -2.62  0.021
H -1.48 6.94 -1.52  0.021
H -1.43 6.22 -3.17  0.027
H 2.09 5.92 -3.70  -0.002
H 0.83 4.85 -4.39  0.048
H 2.11 4.25 -3.43  0.001
H -2.34 4.33 -1.40  0.086
H -3.16 2.17 -0.61  0.088
H -1.46 0.39 -0.04  0.045
C 0.08 -1.44 -0.30  -0.336
Ge -1.58 -2.05 0.66  1.004
C -1.34 -1.84 2.60  -0.276
C -0.83 -2.82 3.43  -0.089
C -0.79 -2.66 4.82  -0.097
C -1.20 -1.47 5.38  -0.120
C -1.60 -0.40 4.56  -0.101
C -1.68 -0.63 3.19  -0.159
C -2.05 -4.00 0.59  -0.251
C -3.31 -4.56 0.84  -0.093
C -3.44 -5.97 0.92  -0.105
C -2.34 -6.79 0.71  -0.114
C -1.12 -6.23 0.30  -0.094
C -0.99 -4.85 0.24  -0.114
C -3.34 -1.26 0.15  -0.286
C -4.38 -1.25 1.04  -0.134
C -5.65 -0.80 0.67  -0.109
C -5.82 -0.24 -0.56  -0.116
C -4.75 -0.21 -1.47  -0.090
C -3.54 -0.74 -1.10  -0.120
H 0.58 -2.41 -0.18  0.005
H -0.48 -3.74 3.00  0.098
H -0.42 -3.51 5.43  0.106
H -1.03 -1.23 6.44  0.092
H -1.73 0.63 4.93  0.101
H -2.03 0.18 2.50  0.106
H -4.15 -3.92 1.13  0.088
H -4.34 -6.41 1.29  0.077
H -2.41 -7.85 0.82  0.078
H -0.29 -6.82 -0.02  0.094
H -0.09 -4.41 -0.13  0.088
H -4.18 -1.63 2.05  0.104
H -6.47 -0.80 1.39  0.096
H -6.75 0.30 -0.74  0.096
H -4.91 0.32 -2.37  0.090
H -2.72 -0.79 -1.81  0.095

---

# C40H40IN2O22S2

A molecular structure, C40H40IN2O22S2 in a non-equilibrium geometry (ωB97M-V with the def2-TZVPD basis set, OMol25).

Summary:
* net charge: +1
* HOMO level: -0.392 Eh
* E_tot: -4406.55032 hartree

Each line ends with the Löwdin charge.
Cartesian coordinates (Å):
O 8.75 -3.23 0.18  -0.109
C 8.52 -3.96 -1.09  -0.217
C 8.68 -3.01 -2.43  -0.216
N 7.42 -2.12 -2.47  -0.499
I 5.96 -3.31 -3.39  1.183
C 7.58 -0.88 -3.32  -0.269
C 7.26 0.53 -2.55  -0.202
C 5.67 0.86 -2.35  -0.460
S 4.73 -0.40 -1.31  0.707
C 2.99 0.18 -0.92  -0.907
S 2.86 1.70 -0.10  0.706
N 1.70 -0.52 -1.26  -0.218
C 1.32 -0.41 -2.72  -0.140
C 1.72 -1.69 -3.65  -0.177
O 1.10 -2.91 -3.10  -0.185
C 1.79 -3.12 -1.82  -0.185
C 1.61 -1.92 -0.72  -0.144
H 9.68 -2.86 0.18  0.117
H 7.47 -4.47 -0.99  0.117
H 9.31 -4.85 -1.22  0.149
H 9.64 -2.35 -2.28  0.150
H 8.69 -3.63 -3.45  0.120
H 7.20 -1.91 -1.47  0.104
H 8.71 -0.85 -3.70  0.147
H 6.92 -1.00 -4.31  0.098
H 7.70 1.40 -3.24  0.146
H 7.89 0.59 -1.54  0.137
H 5.59 1.89 -1.77  0.095
H 5.14 0.94 -3.40  0.103
H 0.15 -0.21 -2.82  0.140
H 1.84 0.55 -3.21  0.145
H 1.18 -1.51 -4.70  0.149
H 2.88 -1.79 -3.88  0.104
H 1.31 -4.10 -1.33  0.149
H 2.95 -3.40 -1.95  0.093
H 2.40 -2.12 0.16  0.135
H 0.54 -2.05 -0.21  0.135
C -2.25 -0.21 2.68  0.080
C -3.56 -0.35 2.82  -0.204
C -4.46 -0.47 1.64  -0.303
O -5.67 -0.62 1.80  0.093
C -3.85 -0.41 0.30  0.088
C -2.53 -0.26 0.16  -0.201
C -1.63 -0.17 1.34  -0.303
O -0.42 -0.06 1.18  0.082
O -1.95 -0.20 -1.09  0.067
O -4.15 -0.39 4.07  0.085
H -1.58 -0.12 3.53  0.137
H -4.51 -0.48 -0.55  0.140
H -0.99 -0.10 -0.93  0.081
H -5.11 -0.50 3.91  0.116
C -7.02 3.52 4.20  0.081
C -8.15 4.01 4.71  -0.204
C -9.48 3.54 4.24  -0.304
O -10.50 4.00 4.74  0.103
C -9.52 2.53 3.17  0.084
C -8.39 2.04 2.65  -0.200
C -7.06 2.49 3.14  -0.291
O -6.03 2.01 2.66  0.097
O -8.41 1.09 1.65  0.084
O -8.12 4.98 5.69  0.078
H -6.04 3.85 4.53  0.138
H -10.49 2.21 2.82  0.140
H -7.47 0.90 1.45  0.092
H -9.06 5.17 5.90  0.106
C 3.68 -6.95 -6.87  0.080
C 3.67 -7.46 -8.10  -0.198
C 4.90 -7.47 -8.94  -0.295
O 4.86 -7.97 -10.06  0.128
C 6.12 -6.88 -8.39  0.089
C 6.13 -6.36 -7.15  -0.208
C 4.91 -6.37 -6.30  -0.306
O 4.96 -5.91 -5.17  0.009
O 7.28 -5.80 -6.63  0.065
O 2.51 -8.00 -8.64  0.096
H 2.80 -6.93 -6.24  0.141
H 7.00 -6.88 -9.02  0.143
H 7.03 -5.50 -5.72  0.076
H 2.76 -8.30 -9.54  0.123
C -10.59 7.68 4.22  0.083
C -11.05 8.75 4.87  -0.202
C -11.50 9.96 4.14  -0.304
O -11.93 10.93 4.77  0.110
C -11.41 9.96 2.67  0.079
C -10.95 8.89 2.02  -0.207
C -10.52 7.67 2.75  -0.299
O -10.12 6.69 2.12  0.102
O -10.86 8.88 0.64  0.080
O -11.11 8.77 6.25  0.083
H -10.26 6.79 4.74  0.114
H -11.73 10.86 2.16  0.139
H -10.50 8.00 0.41  0.116
H -11.48 9.65 6.49  0.118
C 4.39 0.70 5.04  0.083
C 4.24 0.50 3.73  -0.202
C 3.89 -0.84 3.18  -0.293
O 3.74 -0.98 1.98  0.056
C 3.74 -1.95 4.13  0.077
C 3.90 -1.76 5.45  -0.204
C 4.22 -0.41 5.99  -0.302
O 4.34 -0.26 7.20  0.116
O 3.77 -2.80 6.34  0.086
O 4.40 1.54 2.83  0.050
H 4.64 1.67 5.45  0.141
H 3.51 -2.93 3.72  0.136
H 3.93 -2.40 7.23  0.120
H 4.23 1.15 1.95  0.023

---

For the records above, the corresponding Kohn-Sham gap values read 5.086, 5.795 eV.
For the records above, the corresponding LUMO energy values read 4.1, -4.9 eV.